(1)
DFT (ωB97M-V with the def2-TZVPD basis set) results for C36H50N8O10P2RbS as an isolated structure.

For the largest force on an atom, the calculation gives 0.01068 hartree/bohr. As for the HOMO-LUMO gap: 7.22 eV. Its charge is -1.

```
108
Properties=species:S:1:pos:R:3:lowdin_charge:R:1
Rb -0.526 0.893 -0.212 0.830
C -2.250 -1.844 -2.794 -0.145
N -1.521 -0.588 -2.734 -0.082
C -1.300 -0.012 -4.035 -0.151
C -0.567 1.292 -3.950 -0.314
N -0.207 1.908 -2.865 0.105
C 0.372 3.098 -3.290 -0.224
C 0.904 4.142 -2.539 0.005
C 1.394 5.239 -3.224 -0.079
C 1.365 5.299 -4.625 -0.103
C 0.845 4.266 -5.385 -0.035
C 0.348 3.171 -4.688 -0.199
N -0.251 1.990 -5.089 0.157
C -2.637 -2.292 -1.417 -0.334
N -1.907 -2.204 -0.341 0.158
C -2.735 -2.648 0.691 -0.220
C -2.509 -2.725 2.065 -0.024
C -3.542 -3.181 2.866 -0.100
C -4.778 -3.556 2.323 -0.103
C -5.014 -3.491 0.961 -0.014
C -3.973 -3.035 0.165 -0.194
N -3.867 -2.855 -1.205 0.151
H -1.623 -2.609 -3.264 0.129
H -3.177 -1.772 -3.386 0.111
H -2.092 0.038 -2.164 0.006
H -2.237 0.166 -4.595 0.132
H -0.707 -0.712 -4.636 0.130
H 0.912 4.090 -1.459 0.111
H 1.796 6.075 -2.668 0.103
H 1.752 6.179 -5.123 0.095
H 0.821 4.320 -6.466 0.101
H -0.473 1.714 -6.028 0.156
H -1.571 -2.406 2.504 0.091
H -3.399 -3.236 3.938 0.094
H -5.567 -3.891 2.984 0.094
H -5.972 -3.760 0.536 0.111
H -4.671 -2.582 -1.781 0.062
C -3.304 3.358 -2.814 0.007
C -2.672 4.133 -1.712 -0.357
N -1.855 3.661 -0.802 0.132
C -1.495 4.740 -0.024 -0.148
C -2.109 5.881 -0.480 -0.083
N -2.847 5.471 -1.550 0.171
C -2.126 7.334 -0.078 -0.606
O -1.434 7.631 0.942 -0.011
O -2.826 8.076 -0.772 0.000
C -0.541 4.562 1.097 -0.507
O -0.296 5.602 1.847 0.099
O -0.006 3.477 1.290 -0.028
H -3.516 2.347 -2.472 0.045
H -2.634 3.310 -3.677 0.071
H -4.239 3.821 -3.134 0.081
H -3.408 6.119 -2.081 0.160
H -0.799 6.479 1.497 0.055
C 5.130 -2.345 -1.551 -0.043
C 4.313 -1.421 -0.673 -0.430
C 5.119 -0.737 0.408 -0.032
O 3.293 -2.219 -0.007 -0.202
P 1.763 -2.104 -0.437 0.446
O 1.463 -1.040 -1.396 -0.284
C 0.928 -1.916 1.145 -0.236
P 1.477 -0.497 2.110 0.414
O 1.810 0.666 1.285 -0.323
O 2.732 -0.988 2.956 -0.177
C 2.667 -2.067 3.909 -0.450
C 2.667 -1.487 5.309 -0.031
C 3.858 -2.961 3.634 -0.034
O 0.257 -0.329 3.105 -0.194
C -0.052 0.832 3.961 -0.398
C -1.377 1.401 3.506 -0.027
C 1.054 1.867 4.002 -0.044
O 1.352 -3.516 -1.017 -0.159
C 1.379 -4.853 -0.473 -0.419
C 2.579 -5.121 0.418 -0.046
C 0.053 -5.161 0.193 -0.036
H 5.904 -1.781 -2.074 0.083
H 4.495 -2.830 -2.293 0.083
H 5.614 -3.115 -0.945 0.081
H 3.796 -0.677 -1.280 0.133
H 5.592 -1.477 1.057 0.082
H 4.474 -0.096 1.008 0.072
H 5.899 -0.122 -0.044 0.086
H 1.019 -2.829 1.736 0.061
H -0.131 -1.819 0.889 0.024
H 1.739 -2.627 3.754 0.130
H 3.565 -0.886 5.461 0.093
H 2.654 -2.289 6.048 0.086
H 1.794 -0.856 5.468 0.068
H 4.782 -2.405 3.807 0.090
H 3.852 -3.295 2.596 0.061
H 3.844 -3.831 4.292 0.086
H -0.174 0.375 4.946 0.129
H -1.296 1.917 2.547 0.057
H -1.706 2.147 4.233 0.096
H -2.137 0.621 3.447 0.086
H 1.136 2.394 3.053 0.065
H 2.014 1.418 4.262 0.075
H 0.800 2.596 4.774 0.096
H 1.479 -5.475 -1.365 0.141
H 2.529 -4.563 1.354 0.059
H 3.510 -4.863 -0.084 0.079
H 2.594 -6.184 0.666 0.088
H -0.083 -4.582 1.106 0.068
H 0.002 -6.221 0.450 0.086
H -0.771 -4.917 -0.476 0.083
S -6.055 -0.597 -2.366 0.418
C -4.743 -0.012 -1.539 -0.973
N -3.778 0.392 -1.025 0.044
```

(2)
DFT (ωB97M-V with the def2-TZVPD basis set) results for a 13-piece molecular cluster, C36H52N12O12S overall.

For the largest force on an atom, the calculation gives 0.21432 hartree/bohr. As for the HOMO-LUMO gap: 7.41 eV. Its charge is -2.

```
113
Properties=species:S:1:pos:R:3:lowdin_charge:R:1
S 0.039 -0.295 0.175 0.335
O 1.468 -0.651 0.098 -0.319
O -0.276 0.808 -0.712 -0.320
O -0.828 -1.365 -0.218 -0.304
O -0.221 0.032 1.503 -0.297
N -2.888 -2.861 0.275 -0.102
C -3.567 -3.619 -0.657 -0.141
C -4.747 -4.104 0.101 -0.094
C -4.635 -3.699 1.598 -0.026
C -3.336 -2.833 1.578 -0.129
H -1.834 -2.371 0.151 0.122
H -3.271 -3.654 -1.783 0.117
H -5.527 -4.662 -0.279 0.015
H -5.309 -3.817 2.328 -0.005
H -2.666 -2.532 2.546 0.128
N -2.164 0.273 3.218 -0.067
C -3.434 0.110 2.748 -0.160
C -4.419 0.502 3.948 -0.113
C -3.541 0.996 4.942 -0.153
C -2.063 0.814 4.473 -0.130
H -1.241 0.177 2.513 0.110
H -3.847 -0.058 1.705 0.105
H -5.662 0.240 3.972 0.134
H -3.870 1.380 5.881 0.042
H -1.174 1.222 5.129 0.115
N 0.358 2.283 -2.606 0.003
C -0.030 3.699 -2.622 -0.096
C 0.078 4.208 -4.019 -0.103
C 0.677 3.149 -4.788 -0.089
C 0.888 1.954 -3.842 -0.098
H 0.152 1.777 -1.638 0.053
H -0.529 3.884 -1.731 0.046
H -0.007 5.223 -4.326 0.056
H 1.107 3.084 -5.821 0.075
H 1.223 1.041 -3.953 0.001
N 3.606 0.381 -0.530 -0.067
C 3.828 0.786 -1.779 -0.170
C 5.236 1.430 -1.977 -0.057
C 5.938 1.046 -0.688 -0.083
C 4.816 0.476 0.253 -0.104
H 2.590 0.127 0.043 0.101
H 3.009 0.583 -2.651 0.116
H 5.538 1.737 -2.908 0.016
H 6.978 1.287 -0.315 0.060
H 4.651 0.192 1.274 0.035
N 1.305 1.479 2.946 -0.054
C 2.591 1.184 2.708 -0.159
C 3.465 2.241 3.378 -0.093
C 2.529 3.162 4.043 -0.099
C 1.152 2.639 3.569 -0.199
H 0.392 0.954 2.444 0.133
H 2.905 0.312 2.088 0.063
H 4.558 2.218 3.291 0.068
H 2.799 4.255 4.380 0.097
H 0.055 2.995 3.966 0.134
N -2.776 1.173 -1.594 0.024
C -3.761 0.131 -1.443 -0.085
C -5.097 0.550 -1.977 -0.070
C -4.819 1.990 -2.406 -0.092
C -3.352 2.271 -2.216 -0.112
H -1.845 1.102 -1.413 0.013
H -3.520 -0.844 -0.990 0.070
H -5.936 -0.127 -2.025 0.056
H -5.718 2.733 -2.680 0.101
H -2.948 3.160 -2.316 0.032
N 2.547 -2.809 0.584 0.012
C 2.168 -4.176 0.261 -0.075
C 2.792 -5.121 1.262 -0.035
C 3.624 -4.104 2.173 -0.086
C 3.421 -2.821 1.628 -0.190
H 2.013 -2.015 0.324 0.004
H 1.425 -4.325 -0.425 0.045
H 2.545 -6.184 1.268 0.048
H 4.296 -4.372 3.040 0.082
H 3.789 -1.886 2.047 0.092
N -0.995 -1.989 -2.751 -0.006
C -1.064 -1.004 -3.742 -0.047
C -0.578 -1.686 -5.064 -0.059
C -0.316 -3.133 -4.766 -0.074
C -0.783 -3.335 -3.315 -0.071
H -0.965 -1.760 -1.752 0.045
H -1.308 -0.030 -3.369 0.067
H -0.582 -1.295 -5.984 0.011
H 0.035 -3.821 -5.623 0.098
H -0.915 -4.062 -2.703 -0.001
C 0.243 -2.549 3.232 0.066
N 0.260 -3.220 4.588 -0.472
O -0.820 -3.296 5.063 0.075
O 1.305 -3.586 5.038 0.071
H 1.094 -2.001 3.282 0.054
H -0.710 -2.132 2.920 0.058
H 0.394 -3.447 2.638 0.104
C 2.251 -2.061 -2.607 -0.016
N 2.753 -2.052 -3.940 -0.397
O 2.699 -1.059 -4.679 0.043
O 3.161 -3.181 -4.344 0.010
H 3.209 -1.934 -1.965 0.147
H 1.676 -2.887 -2.591 0.035
H 1.689 -1.137 -2.354 0.086
C 1.898 3.300 0.367 0.075
N 1.744 4.632 -0.320 -0.499
O 2.774 4.942 -0.800 0.059
O 0.975 5.449 -0.023 0.072
H 2.765 2.892 0.153 0.023
H 0.927 2.693 0.019 0.123
H 1.654 3.678 1.385 0.091
C -2.680 2.995 1.050 0.080
N -1.934 4.287 1.111 -0.427
O -2.158 5.205 0.322 0.046
O -1.046 4.301 1.872 0.070
H -1.986 2.399 0.791 0.003
H -3.399 3.067 0.295 0.076
H -2.956 2.669 2.040 0.098
```

(3)
DFT (ωB97M-V with the def2-TZVPD basis set) results for C36H52N2O9P2RhS3 as an isolated structure.

For the largest force on an atom, the calculation gives 0.02568 hartree/bohr. Its spin multiplicity is 5. As for the HOMO-LUMO gap (alpha / beta): 7.17 / 7.55 eV. Its charge is +1.

```
105
Properties=species:S:1:pos:R:3:mulliken_spin:R:1
Rh -0.028 -1.305 0.844 2.656
C -2.619 4.755 0.183 0.000
C -1.550 4.310 -0.800 0.002
C -0.439 5.333 -0.955 0.000
O -0.959 3.090 -0.313 0.002
P -1.086 1.627 -0.895 -0.023
O -0.466 0.713 0.116 0.060
C 0.334 1.562 -2.112 0.006
P 0.745 -0.165 -2.458 0.014
O 1.028 -0.988 -1.254 -0.005
O -0.427 -0.849 -3.258 -0.003
C -0.793 -0.772 -4.663 -0.001
C -0.731 0.643 -5.212 0.000
C 0.043 -1.742 -5.483 0.000
O 1.950 -0.196 -3.500 0.005
C 3.351 0.120 -3.293 -0.001
C 3.579 1.624 -3.261 0.000
C 3.935 -0.570 -2.070 0.001
O -2.142 1.431 -2.071 -0.013
C -3.590 1.501 -2.240 0.001
C -4.054 0.127 -2.681 -0.001
C -3.896 2.568 -3.279 0.000
H -3.138 5.635 -0.197 0.000
H -2.158 5.005 1.139 0.000
H -3.339 3.952 0.340 0.000
H -1.996 4.121 -1.779 0.000
H 0.054 5.503 0.003 0.000
H -0.859 6.276 -1.304 0.000
H 0.305 4.991 -1.676 0.000
H 1.185 1.974 -1.568 -0.001
H 0.183 2.124 -3.030 0.000
H -1.830 -1.110 -4.663 0.000
H 0.307 0.976 -5.280 0.000
H -1.291 1.328 -4.576 0.000
H -1.163 0.658 -6.211 0.000
H 1.085 -1.427 -5.486 0.000
H -0.323 -1.764 -6.509 0.000
H -0.018 -2.748 -5.069 0.001
H 3.819 -0.289 -4.190 0.000
H 3.260 2.041 -2.305 0.000
H 3.030 2.112 -4.067 0.000
H 4.639 1.838 -3.391 0.000
H 3.500 -0.165 -1.156 -0.001
H 5.013 -0.414 -2.049 0.000
H 3.731 -1.641 -2.103 0.000
H -4.048 1.752 -1.293 0.000
H -3.549 -0.165 -3.603 0.000
H -5.128 0.143 -2.860 0.000
H -3.842 -0.606 -1.901 0.001
H -3.301 2.407 -4.179 0.000
H -3.694 3.565 -2.893 0.000
H -4.951 2.521 -3.548 0.000
C -2.557 -3.029 -1.207 0.006
C -1.146 -3.491 -1.191 0.003
N -0.281 -3.221 -0.256 0.068
C 0.961 -3.770 -0.490 0.020
C 1.034 -4.503 -1.628 0.006
S -0.481 -4.497 -2.427 0.013
C 2.008 -3.499 0.486 -0.012
C 3.271 -3.994 0.496 -0.006
S 4.089 -3.480 1.903 0.015
C 2.680 -2.625 2.429 -0.018
N 1.699 -2.694 1.570 0.083
C 2.699 -2.086 3.826 0.073
H -2.712 -2.313 -0.401 -0.006
H -3.237 -3.872 -1.073 0.001
H -2.790 -2.558 -2.163 -0.001
H 1.876 -5.036 -2.036 -0.001
H 3.747 -4.634 -0.228 0.000
H 2.332 -2.888 4.474 0.003
H 2.005 -0.660 5.212 0.007
H 3.739 -1.897 4.098 -0.003
C -2.103 -3.349 6.410 0.209
C -2.554 -2.888 5.174 -0.121
C -1.733 -2.138 4.366 0.156
C -0.407 -1.807 4.764 -0.011
C 0.017 -2.265 6.039 0.205
C -0.816 -3.023 6.832 -0.094
C 0.415 -1.074 3.898 -0.090
C 1.865 -0.808 4.138 0.072
C 2.515 0.407 3.487 0.001
C 2.043 1.059 2.359 -0.010
C 2.698 2.166 1.838 0.019
C 3.861 2.630 2.425 -0.001
C 4.359 1.981 3.547 0.003
C 3.685 0.892 4.074 -0.003
H -2.752 -3.945 7.036 0.012
H -3.558 -3.119 4.843 -0.003
H -2.091 -1.795 3.402 0.078
H 1.002 -2.004 6.406 0.015
H -0.467 -3.362 7.799 -0.002
H -0.038 -0.786 2.947 0.500
H 1.139 0.749 1.865 0.029
H 2.269 2.675 0.983 0.001
H 4.373 3.494 2.022 0.000
H 5.264 2.336 4.022 0.000
H 4.078 0.403 4.959 0.000
C -1.993 1.302 2.803 0.007
S -2.881 0.447 1.518 0.011
O -4.227 0.239 1.966 0.012
O -2.829 1.357 0.344 0.006
O -2.201 -0.856 1.274 0.054
H -2.627 2.141 3.082 0.002
H -1.045 1.647 2.396 -0.013
H -1.862 0.628 3.646 0.009
```

(4)
DFT (ωB97M-V with the def2-TZVPD basis set) results for a 8-piece molecular cluster, C36H52N4O4 overall.

For the largest force on an atom, the calculation gives 0.02606 hartree/bohr. As for the HOMO-LUMO gap: 9.85 eV.

```
96
Properties=species:S:1:pos:R:3:lowdin_charge:R:1
C 29.299 -3.062 28.692 -0.084
C 29.305 -4.414 28.972 -0.080
C 29.753 -4.843 30.215 -0.157
N 30.223 -4.023 31.136 0.071
C 30.160 -2.714 30.878 -0.145
C 29.679 -2.186 29.696 -0.069
H 29.016 -2.696 27.713 0.108
H 29.085 -5.134 28.194 0.104
H 29.780 -5.922 30.338 0.095
H 30.460 -2.080 31.706 0.107
H 29.650 -1.109 29.595 0.104
C 25.291 -5.152 30.515 -0.081
C 25.375 -4.096 29.636 -0.065
C 24.186 -3.652 29.059 -0.159
N 22.995 -4.172 29.309 0.054
C 22.945 -5.219 30.114 -0.155
C 24.050 -5.711 30.788 -0.070
H 26.119 -5.699 30.951 0.084
H 26.289 -3.605 29.326 0.086
H 24.175 -2.814 28.368 0.102
H 21.965 -5.654 30.290 0.104
H 23.985 -6.521 31.502 0.097
C 27.005 -8.625 30.205 -0.066
C 25.948 -9.515 30.317 -0.057
C 25.471 -9.834 31.581 -0.159
N 25.976 -9.342 32.703 0.072
C 26.914 -8.405 32.580 -0.149
C 27.476 -8.052 31.371 -0.089
H 27.385 -8.316 29.240 0.105
H 25.493 -9.956 29.437 0.084
H 24.763 -10.653 31.670 0.090
H 27.273 -8.035 33.536 0.096
H 28.325 -7.378 31.360 0.074
C 23.314 -11.811 28.812 -0.085
C 23.501 -11.083 27.652 -0.070
C 23.006 -9.779 27.635 -0.155
N 22.329 -9.239 28.636 0.065
C 22.132 -9.966 29.733 -0.150
C 22.653 -11.238 29.891 -0.085
H 23.721 -12.808 28.943 0.091
H 24.109 -11.435 26.830 0.086
H 23.270 -9.102 26.828 0.099
H 21.514 -9.501 30.493 0.107
H 22.489 -11.867 30.757 0.099
C 24.330 -14.933 31.244 -0.154
C 25.717 -14.488 30.777 -0.150
C 26.405 -14.030 32.084 -0.205
O 25.728 -14.662 33.142 -0.131
C 24.368 -14.819 32.779 -0.200
H 24.100 -15.956 30.953 0.107
H 23.547 -14.266 30.883 0.083
H 25.683 -13.655 30.076 0.089
H 26.292 -15.296 30.329 0.106
H 26.391 -12.934 32.162 0.108
H 27.449 -14.342 32.122 0.119
H 23.771 -13.964 33.132 0.113
H 23.975 -15.676 33.326 0.117
C 28.501 -4.880 35.644 -0.152
C 28.718 -4.885 34.123 -0.153
C 29.836 -5.970 33.965 -0.202
O 29.997 -6.596 35.224 -0.132
C 28.848 -6.305 36.015 -0.212
H 27.495 -4.620 35.966 0.083
H 29.264 -4.237 36.084 0.120
H 29.050 -3.933 33.723 0.090
H 27.810 -5.216 33.612 0.084
H 30.727 -5.418 33.669 0.107
H 29.567 -6.696 33.194 0.091
H 29.147 -6.422 37.059 0.122
H 28.052 -7.044 35.848 0.105
C 24.736 -6.289 35.133 -0.161
C 24.757 -4.846 34.638 -0.166
C 24.596 -4.103 35.952 -0.209
O 23.590 -4.843 36.647 -0.141
C 23.839 -6.219 36.380 -0.192
H 25.747 -6.644 35.344 0.087
H 24.343 -6.974 34.380 0.099
H 23.838 -4.638 34.082 0.116
H 25.619 -4.518 34.063 0.097
H 24.319 -3.051 35.943 0.123
H 25.500 -4.158 36.583 0.106
H 22.874 -6.703 36.212 0.116
H 24.289 -6.723 37.242 0.116
C 27.061 -9.388 23.941 -0.154
C 26.380 -9.241 25.313 -0.154
C 26.872 -10.483 26.072 -0.216
O 28.109 -10.814 25.464 -0.131
C 27.847 -10.695 24.081 -0.214
H 27.764 -8.559 23.812 0.107
H 26.389 -9.298 23.090 0.108
H 25.290 -9.199 25.262 0.094
H 26.689 -8.346 25.852 0.104
H 26.206 -11.350 25.965 0.105
H 27.011 -10.301 27.137 0.110
H 27.235 -11.552 23.762 0.121
H 28.773 -10.706 23.514 0.121
```

Computed energy, in the same sequence as the records: -3697.776924 -3360.160669 -4177.447488 -1922.825892 a.u..